Record 1
Density functional theory data (wB97M-V/def2-TZVPD) for a 12-piece molecular cluster, C87H130F7N5O5 overall at a distorted geometry.

The geometry in XYZ format:
```
234
Properties=species:S:1:pos:R:3:lowdin_charge:R:1
C -7.8211 -0.4905 -2.8793 -0.017
C -7.1925 -1.6662 -2.1065 -0.455
C -8.2911 -2.6077 -1.5746 -0.040
C -6.2645 -2.5531 -2.9769 -0.127
C -5.2644 -3.4127 -2.2213 -0.180
C -4.4194 -2.5108 -1.3711 -0.141
C -5.3266 -1.8607 -0.3147 -0.482
C -5.8704 -2.9027 0.7240 -0.007
C -4.3510 -0.8849 0.5015 -0.004
N -6.3267 -1.0940 -1.0015 -0.085
O -7.1737 -0.4050 -0.0737 -0.035
H -8.2497 -0.6941 -3.8678 0.096
H -8.6374 -0.0351 -2.3304 0.082
H -7.0818 0.2640 -2.9308 0.026
H -7.9197 -3.6189 -1.3434 0.079
H -8.8673 -2.3418 -0.7231 0.061
H -9.0405 -2.7399 -2.3488 0.086
H -6.9779 -3.1312 -3.5504 0.115
H -5.6564 -1.8980 -3.6210 0.127
H -5.7147 -4.1532 -1.5723 0.100
H -4.7005 -3.9909 -2.9915 0.125
H -3.9646 -1.7151 -1.9804 0.103
H -3.6005 -3.0480 -0.8728 0.113
H -6.2220 -2.3040 1.6108 0.095
H -5.0897 -3.5616 1.0367 0.048
H -6.7345 -3.4715 0.4283 0.054
H -3.8986 -0.2800 -0.2764 0.049
H -3.6258 -1.5016 1.0372 0.067
H -4.9313 -0.3171 1.2557 0.082
H -7.8098 -1.0155 0.3482 0.086
C 5.3556 -1.1051 2.1177 -0.030
C 5.3306 -1.2766 3.6436 -0.525
C 4.8501 -2.6744 3.9154 -0.014
C 6.7711 -1.0816 4.1385 -0.115
C 6.8944 -0.7707 5.6356 -0.169
C 5.9660 0.3849 5.9689 -0.145
C 4.5193 0.1617 5.5946 -0.513
C 3.8302 -0.8871 6.4453 -0.019
C 3.6697 1.4818 5.6414 -0.002
N 4.5103 -0.2113 4.1767 -0.076
O 3.1625 -0.3614 3.6869 -0.047
H 5.9631 -1.8749 1.6686 0.075
H 4.3495 -1.3225 1.7487 0.059
H 5.5831 -0.1115 1.7042 0.087
H 5.2649 -3.0614 4.8337 0.077
H 3.7505 -2.7838 3.9527 0.081
H 5.2010 -3.2676 3.0770 0.086
H 7.4112 -1.9046 3.8491 0.121
H 7.1661 -0.2120 3.6104 0.118
H 6.6489 -1.5529 6.3166 0.095
H 7.8922 -0.4401 5.8449 0.104
H 6.3350 1.1874 5.3155 0.118
H 6.0333 0.7850 7.0142 0.139
H 4.3018 -1.8460 6.5167 0.063
H 2.8563 -1.0482 5.9389 0.073
H 3.6236 -0.5359 7.4797 0.101
H 4.0209 2.1998 4.8498 0.078
H 3.7783 2.0264 6.5672 0.080
H 2.6354 1.1848 5.4227 0.061
H 3.1614 0.4382 3.1764 0.079
C 3.0219 3.5128 -5.5570 -0.016
C 1.5675 3.4177 -5.0438 -0.516
C 1.0911 1.9428 -4.9366 -0.008
C 1.5027 4.0648 -3.6683 -0.136
C 1.5113 5.5891 -3.7095 -0.163
C 0.3653 6.1001 -4.6092 -0.123
C 0.5111 5.5909 -6.0525 -0.513
C -0.7641 5.8724 -6.8429 -0.031
C 1.7331 6.2276 -6.7151 -0.031
N 0.6416 4.1181 -5.9025 -0.105
O 0.8026 3.4824 -7.1408 -0.050
H 3.4801 4.5074 -5.4860 0.073
H 3.6551 2.7877 -5.0479 0.075
H 3.0226 3.2090 -6.6136 0.087
H 1.9168 1.3807 -4.4647 0.085
H 0.2032 1.8499 -4.3156 0.051
H 0.8815 1.5041 -5.9093 0.078
H 0.5484 3.7460 -3.2588 0.104
H 2.3409 3.6237 -3.0880 0.122
H 1.3521 5.9571 -2.6868 0.093
H 2.4734 5.9613 -4.0029 0.090
H 0.2871 7.2263 -4.5483 0.142
H -0.5154 5.7121 -4.1404 0.094
H -1.4962 5.1711 -6.3914 0.085
H -0.7049 5.6146 -7.8711 0.062
H -1.1085 6.9275 -6.7454 0.100
H 1.5320 7.2484 -7.1260 0.097
H 2.0231 5.6232 -7.6102 0.097
H 2.5700 6.2623 -6.0451 0.046
H -0.0884 3.1642 -7.3812 0.116
C 2.7191 -3.9204 -1.6536 -0.006
C 1.9691 -3.7426 -3.0401 -0.493
C 2.9794 -3.4340 -4.1093 -0.026
C 1.2175 -5.0657 -3.3664 -0.122
C 0.1852 -4.8606 -4.4973 -0.163
C -0.8381 -3.7599 -4.0891 -0.126
C -0.1394 -2.4116 -3.9229 -0.480
C 0.3906 -1.8461 -5.2706 -0.027
C -1.1209 -1.4003 -3.2644 -0.037
N 0.9471 -2.6549 -2.9253 -0.077
O 1.6080 -1.4197 -2.7775 -0.049
H 3.4129 -4.7664 -1.8049 0.090
H 3.2696 -3.0081 -1.3967 0.055
H 1.9926 -4.1742 -0.8690 0.071
H 2.4473 -3.1257 -5.0064 0.069
H 3.6592 -2.7028 -3.7101 0.050
H 3.5888 -4.3275 -4.2654 0.094
H 1.9594 -5.8463 -3.5944 0.122
H 0.6521 -5.3135 -2.4705 0.096
H 0.6688 -4.6044 -5.4461 0.096
H -0.3622 -5.7768 -4.6951 0.103
H -1.2728 -4.0573 -3.1282 0.106
H -1.6134 -3.7263 -4.8776 0.128
H 0.6299 -2.6326 -6.0134 0.073
H 1.2789 -1.2092 -5.1474 0.073
H -0.4225 -1.2131 -5.7039 0.090
H -2.0626 -1.2855 -3.8253 0.089
H -0.6753 -0.3970 -3.3170 0.060
H -1.3240 -1.5984 -2.2179 0.072
H 1.2404 -1.1265 -1.9195 0.067
C -2.1092 1.3999 2.9559 -0.015
C -1.3438 0.9419 4.2275 -0.483
C 0.1263 0.7574 3.8863 -0.038
C -1.5355 2.0022 5.3390 -0.137
C -2.8740 2.0433 6.0814 -0.157
C -3.1510 0.6041 6.6285 -0.114
C -3.1363 -0.4499 5.4876 -0.479
C -3.0760 -1.8621 6.1179 -0.031
C -4.3229 -0.3749 4.5002 -0.019
N -1.8065 -0.3721 4.7849 -0.042
O -1.8248 -1.3062 3.6733 -0.085
H -3.1325 1.7026 3.2297 0.062
H -1.6156 2.2803 2.5079 0.085
H -2.2465 0.5861 2.2254 0.069
H 0.6428 1.6554 3.5132 0.085
H 0.6536 0.3813 4.7895 0.080
H 0.3451 0.0631 3.0891 0.043
H -0.7609 1.6617 6.0360 0.114
H -1.2863 3.0280 4.9906 0.129
H -2.8287 2.7432 6.9209 0.108
H -3.6735 2.3572 5.4033 0.102
H -4.1471 0.5393 7.0514 0.113
H -2.4592 0.3411 7.4068 0.106
H -2.8039 -2.5506 5.3053 0.066
H -4.0510 -2.1701 6.4879 0.085
H -2.3042 -1.8996 6.8642 0.069
H -5.2485 -0.6616 5.0164 0.087
H -4.1635 -1.1622 3.7216 0.084
H -4.4358 0.5999 4.0667 0.050
H -1.1050 -1.9030 3.8926 0.044
F -1.6509 -6.3110 -1.1308 0.052
C -1.9645 -5.5634 -0.0520 -0.282
C -2.9040 -6.0143 0.8427 -0.019
C -3.2435 -5.1939 1.8857 -0.107
C -2.5211 -4.0729 2.1888 -0.099
C -1.5541 -3.7068 1.3183 -0.102
C -1.2675 -4.3773 0.1267 0.018
H -3.3876 -7.0102 0.6998 0.137
H -4.0408 -5.5382 2.5173 0.109
H -2.7389 -3.4044 3.0361 0.105
H -0.9287 -2.8699 1.5101 0.060
H -0.5949 -4.0181 -0.6211 0.096
F 1.4783 -3.5245 2.2111 0.037
C 0.9650 -3.7814 3.4395 -0.261
C 0.5356 -5.0774 3.7104 -0.009
C -0.0381 -5.2879 4.9271 -0.084
C -0.1625 -4.2531 5.8168 -0.082
C 0.3503 -2.9801 5.5386 -0.091
C 0.9517 -2.7151 4.3457 -0.041
H 0.6724 -5.8295 2.9675 0.120
H -0.3454 -6.2761 5.2274 0.111
H -0.6049 -4.3696 6.7859 0.101
H 0.2870 -2.2075 6.2914 0.111
H 1.4098 -1.7429 4.1124 0.096
F 1.9019 2.7050 1.4012 0.043
C 2.9273 3.3313 2.0202 -0.282
C 4.2369 2.9755 1.6312 0.010
C 5.3494 3.5196 2.3531 -0.067
C 5.1022 4.4287 3.3928 -0.079
C 3.7319 4.6885 3.8228 -0.061
C 2.6361 4.1359 3.1217 -0.021
H 4.4041 2.1957 0.8812 0.101
H 6.3645 3.2673 2.1609 0.090
H 5.9388 4.8880 3.8902 0.090
H 3.6158 5.2661 4.7077 0.087
H 1.6111 4.2725 3.4186 0.109
F -3.8766 5.5016 -2.3350 0.110
C -2.7446 5.3632 -1.7226 -0.307
C -2.4354 4.1715 -1.0542 -0.011
C -1.2617 4.0621 -0.3686 -0.095
C -0.3114 5.0982 -0.2996 -0.069
C -0.6998 6.3009 -0.9098 -0.115
C -1.8807 6.4646 -1.5912 -0.025
H -3.2382 3.4288 -1.1040 0.116
H -0.9843 3.1292 0.1317 0.086
H 0.6734 4.9666 0.1832 0.105
H -0.0732 7.2082 -0.8324 0.115
H -2.1792 7.3956 -2.0133 0.109
F 2.7335 1.6531 -1.7492 0.026
C 1.9294 0.8618 -0.9542 -0.271
C 0.5792 1.0389 -1.0826 -0.031
C -0.2660 0.3197 -0.2237 -0.044
C 0.3228 -0.6015 0.6919 -0.048
C 1.7353 -0.8087 0.7257 -0.065
C 2.5058 -0.1235 -0.1712 -0.042
H 0.1876 1.7172 -1.8100 0.104
H -1.3273 0.3909 -0.3556 0.085
H -0.3287 -1.1685 1.3521 0.069
H 2.1141 -1.6118 1.3365 0.084
H 3.5494 -0.4750 -0.1944 0.113
F 7.2234 2.1011 -0.9875 0.095
C 6.7119 0.9414 -1.2531 -0.336
C 7.4075 -0.2030 -0.8714 -0.015
C 6.8217 -1.4428 -1.1689 -0.084
C 5.7133 -1.4731 -2.0255 -0.095
C 5.1051 -0.2942 -2.5100 -0.065
C 5.5452 0.9402 -2.0148 -0.012
H 8.2496 -0.0862 -0.2192 0.109
H 7.2331 -2.3936 -0.8041 0.111
H 5.2947 -2.4256 -2.2729 0.070
H 4.2306 -0.3718 -3.1393 0.096
H 5.0334 1.8482 -2.2935 0.106
F -2.9463 0.4184 -2.1560 0.045
C -3.5735 1.2757 -2.9298 -0.325
C -2.9105 1.7270 -4.0555 0.033
C -3.6891 2.6159 -4.8772 -0.061
C -5.0083 2.9063 -4.6478 -0.092
C -5.6111 2.3297 -3.5555 -0.098
C -4.9110 1.5209 -2.7076 -0.034
H -1.9521 1.3684 -4.3866 0.088
H -3.1985 3.0041 -5.6825 0.061
H -5.5160 3.6243 -5.3116 0.118
H -6.6495 2.5741 -3.3526 0.115
H -5.3287 1.1207 -1.7548 0.127
```

* structure (SMILES): CC1(C)CCCC(C)(C)N1O.CC1(C)CCCC(C)(C)N1O.CC1(C)CCCC(C)(C)N1O.CC1(C)CCCC(C)(C)N1O.CC1(C)CCCC(C)(C)N1O.Fc1ccccc1.Fc1ccccc1.Fc1ccccc1.Fc1ccccc1.Fc1ccccc1.Fc1ccccc1.Fc1ccccc1
* highest occupied orbital energy: -8.19 eV
* HOMO-LUMO gap: 0.3239 hartree
* E_LUMO: 0.63 eV
* M: 1459.01 g mol⁻¹
* total energy: -4741.83148 hartree

Record 2
Density functional theory data (wB97M-V/def2-TZVPD) for a 6-piece molecular cluster, C36H32O12 overall at a distorted geometry.

The geometry in XYZ format:
```
80
Properties=species:S:1:pos:R:3:lowdin_charge:R:1
O -4.6116 -0.4765 -2.4217 0.066
C -4.4993 0.2941 -3.3782 -0.326
C -5.3267 1.5623 -3.3715 0.041
C -5.1254 2.5093 -4.2936 0.015
C -4.1236 2.3259 -5.3697 -0.347
O -4.0510 3.2302 -6.2205 0.056
C -3.2813 1.0882 -5.3821 0.049
C -3.5484 0.1088 -4.5126 0.035
H -6.0370 1.5938 -2.5407 0.124
H -5.7037 3.4318 -4.4096 0.131
H -2.4669 0.9881 -6.0089 0.104
H -3.0477 -0.7954 -4.6113 0.105
O 0.9247 1.0430 2.3584 0.083
C 0.3169 0.8669 1.3028 -0.344
C 1.0652 0.5742 -0.0111 0.039
C 0.4331 0.2546 -1.1219 0.017
C -0.9828 0.6332 -1.1593 -0.385
O -1.5024 0.7185 -2.2729 0.099
C -1.7645 0.9148 0.0091 0.031
C -1.1117 1.0350 1.2082 0.035
H 2.1146 0.3212 0.0915 0.098
H 0.9173 -0.0938 -1.9693 0.108
H -2.8653 1.0874 -0.0934 0.142
H -1.6449 1.3294 2.1100 0.130
O 4.7212 0.5083 0.2968 0.068
C 4.6769 -0.8119 0.2512 -0.351
C 4.9509 -1.7016 1.3047 -0.012
C 4.9273 -3.0480 1.1549 -0.005
C 4.3782 -3.5816 -0.0030 -0.341
O 4.2637 -4.9422 -0.1568 0.064
C 4.0885 -2.7688 -1.0343 -0.044
C 4.1854 -1.3897 -0.9301 -0.021
H 4.9685 0.7643 1.1926 0.094
H 5.3610 -1.2916 2.1880 0.097
H 5.2592 -3.7783 1.9022 0.133
H 3.6211 -5.1068 -0.7846 0.055
H 3.9127 -3.2478 -2.0089 0.130
H 4.1873 -0.7611 -1.8123 0.118
O -3.5593 -1.1613 0.2820 -0.003
C -4.2951 -1.9154 1.1482 -0.322
C -5.6591 -1.7676 1.4383 -0.019
C -6.2887 -2.5172 2.4372 -0.020
C -5.5750 -3.5695 3.0586 -0.338
O -6.1434 -4.3611 3.9912 0.057
C -4.2525 -3.7775 2.7076 -0.031
C -3.7132 -3.0393 1.7192 -0.043
H -4.1862 -0.9872 -0.4950 0.104
H -6.2434 -0.9564 1.0122 0.112
H -7.3683 -2.5703 2.6286 0.117
H -6.9360 -3.8986 4.2705 0.098
H -3.6247 -4.6062 3.0312 0.125
H -2.6554 -3.2378 1.4787 0.129
O 4.0673 1.4304 3.2913 0.042
C 4.5864 0.5673 4.1947 -0.358
C 5.9468 0.8462 4.4953 0.003
C 6.5736 0.0862 5.4736 -0.008
C 5.9033 -0.9913 6.0673 -0.333
O 6.6498 -1.7004 6.9586 0.037
C 4.5681 -1.2752 5.7348 -0.015
C 3.9008 -0.4773 4.7836 -0.025
H 3.1802 1.1925 3.0769 0.059
H 6.4295 1.6653 3.9388 0.127
H 7.5242 0.3080 5.8278 0.096
H 6.2921 -2.5711 7.1619 0.105
H 4.1048 -2.1396 6.2852 0.127
H 2.8971 -0.7032 4.4319 0.119
O -1.2598 3.6620 -6.2432 0.058
C -1.1024 3.5295 -4.9021 -0.347
C 0.0824 2.8547 -4.4682 0.007
C 0.4591 2.8588 -3.1497 -0.041
C -0.3213 3.5250 -2.2178 -0.379
O 0.0702 3.6526 -0.9191 0.058
C -1.4652 4.0727 -2.6307 -0.016
C -1.9157 4.0645 -3.9709 -0.019
H -2.1888 3.7562 -6.3861 0.045
H 0.6852 2.3032 -5.1774 0.117
H 1.4510 2.3817 -2.8948 0.140
H 0.8303 3.0840 -0.7743 0.085
H -2.1815 4.4582 -1.8950 0.131
H -2.8467 4.5363 -4.2930 0.122
```

* structure (SMILES): O=C1C=CC(=O)C=C1.O=C1C=CC(=O)C=C1.Oc1ccc(O)cc1.Oc1ccc(O)cc1.Oc1ccc(O)cc1.Oc1ccc(O)cc1
* highest occupied orbital energy: -8.04 eV
* HOMO-LUMO gap: 0.2223 hartree
* E_LUMO: -1.99 eV
* M: 656.64 g mol⁻¹
* total energy: -2293.76469 hartree